# 1
Density functional theory data (ωB97M-V/def2-TZVPD) for C22H27CeN7O4SSe2 as an isolated structure in a non-equilibrium geometry.

```
64
C22H27CeN7O4SSe2 ωB97M-V/def2-TZVPD
Ce -0.6417 -2.0494 0.6196
Se 0.4022 -3.7215 2.9061
Se 1.9185 -1.9532 2.3473
C 2.5453 -2.7068 0.6652
C 3.8998 -2.8481 0.4745
C 4.3301 -3.3476 -0.7549
C 3.3899 -3.7018 -1.7074
C 2.0473 -3.5347 -1.4169
N 1.6197 -3.0300 -0.2514
C -0.9630 -2.6093 3.7324
C -1.0992 -2.5757 5.0997
C -2.1739 -1.8522 5.6187
C -3.0467 -1.2173 4.7510
C -2.8209 -1.3032 3.3876
N -1.7897 -1.9875 2.8767
H 4.6015 -2.5966 1.2598
H 5.3876 -3.4736 -0.9498
H 3.6856 -4.1134 -2.6627
H 1.2878 -3.8129 -2.1363
H -0.4072 -3.1015 5.7433
H -2.3218 -1.7957 6.6898
H -3.8965 -0.6601 5.1223
H -3.4832 -0.8240 2.6772
C -3.3594 -4.7860 0.3349
C -3.7654 -3.3904 0.0059
N -2.9469 -2.3393 -0.0769
C -3.7473 -1.2322 -0.3888
C -5.0311 -1.6348 -0.4908
N -5.0166 -2.9920 -0.2364
H -2.2935 -4.8358 0.5456
H -3.5637 -5.4655 -0.4935
H -3.8950 -5.1591 1.2085
H -3.3429 -0.2465 -0.5492
H -5.9318 -1.0918 -0.7250
H -5.8291 -3.5934 -0.2585
C 4.0520 4.5221 -4.1244
C 2.7078 5.2391 -4.0605
S 2.0077 5.2782 -2.4312
O 3.0400 5.5399 -1.4627
O 0.8012 6.0550 -2.4507
C 1.4906 3.5677 -2.1027
C 0.9813 3.6526 -0.6676
N 0.2121 2.4722 -0.1737
C 0.5844 1.1879 -0.2202
N -0.3423 0.4020 0.3701
C -1.3456 1.2478 0.7948
C -1.0077 2.5056 0.4806
N -1.8367 3.6643 0.8129
O -2.9553 3.3754 1.1804
O -1.4195 4.7718 0.5834
C 1.8595 0.7043 -0.8158
H 4.5093 4.7004 -5.0966
H 3.9486 3.4415 -4.0055
H 4.7267 4.8989 -3.3577
H 1.9358 4.8003 -4.6966
H 2.7938 6.2982 -4.3167
H 2.3738 2.9449 -2.2413
H 0.7008 3.3199 -2.8133
H 0.3022 4.4902 -0.6011
H 1.7940 3.8442 0.0296
H -2.2303 0.9357 1.3217
H 2.7179 1.2061 -0.3666
H 1.8933 0.8799 -1.8905
H 1.9560 -0.3632 -0.6457
```

- spin multiplicity = 2
- E_tot (Ha) = -7214.0451
- <S²> = 0.75
- total charge = +3

=====

# 2
Density functional theory data (ωB97M-V/def2-TZVPD) for C22H27CoN6OS as an isolated structure.

```
58
C22H27CoN6OS ωB97M-V/def2-TZVPD
Co 0.0562 -0.2273 -0.3473
C 4.0171 -1.6503 3.5422
C 2.9725 -2.6377 3.0482
N 1.6143 -2.1092 3.1290
C 0.9993 -1.3846 2.2099
S 1.8470 -0.9954 0.7332
N -0.2196 -0.9289 2.4672
N -0.7263 -0.2092 1.4427
C -1.9073 0.3171 1.5639
C -2.7170 0.2905 2.8114
C -2.4305 0.9441 0.3322
C -3.6580 1.5895 0.2582
C -4.0370 2.1807 -0.9369
C -3.1845 2.1184 -2.0293
C -1.9800 1.4520 -1.8853
N -1.6137 0.8745 -0.7402
H 5.0130 -2.0751 3.4260
H 3.8713 -1.4182 4.5964
H 3.9766 -0.7189 2.9763
H 2.9861 -3.5533 3.6379
H 3.1548 -2.9254 2.0109
H 1.1090 -2.2078 3.9995
H -2.2074 -0.2695 3.5877
H -3.6961 -0.1572 2.6340
H -2.8838 1.3127 3.1589
H -4.2980 1.6381 1.1267
H -4.9855 2.6944 -1.0104
H -3.4416 2.5717 -2.9750
H -1.2889 1.3661 -2.7171
O -1.1552 -1.8058 -0.5791
C -1.2304 -2.3204 -1.9170
C 0.0879 -2.0199 -2.5706
C 0.5263 -2.7289 -3.6775
C 1.7803 -2.4649 -4.1935
C 2.5750 -1.5153 -3.5659
C 2.0685 -0.8485 -2.4727
N 0.8325 -1.0664 -1.9905
H -1.9558 -1.9991 -0.0779
H -2.0445 -1.8264 -2.4584
H -1.4220 -3.3931 -1.8939
H -0.1080 -3.4887 -4.1127
H 2.1466 -3.0116 -5.0511
H 3.5771 -1.3038 -3.9081
H 2.6861 -0.1321 -1.9488
N 1.0358 1.5105 -0.6110
C 1.7244 2.2051 0.4834
C 1.0241 2.5501 1.6273
C 1.6919 3.2152 2.6437
C 3.0395 3.5236 2.5134
C 3.7248 3.1748 1.3603
C 3.0654 2.5141 0.3334
H 1.7057 1.3868 -1.3629
H 0.3332 2.1525 -0.9728
H -0.0241 2.3075 1.7308
H 1.1572 3.4938 3.5409
H 3.5527 4.0440 3.3097
H 4.7709 3.4233 1.2512
H 3.6006 2.2483 -0.5709
```

- E_tot (Ha) = -3038.7940
- total charge = +2
- ΔE to the lowest compared entry with this formula, charge and spin (kcal/mol) = 23.4

=====

# 3
Density functional theory data (ωB97M-V/def2-TZVPD) for an isolated ion of composition C22H27F2N4O3 and charge +1 in a non-equilibrium geometry.

```
58
C22H27F2N4O3 ωB97M-V/def2-TZVPD
O 4.0504 1.2958 -0.7192
C 4.1178 0.1756 -0.2667
N 5.2580 -0.4298 0.1683
C 6.5633 0.0694 0.1464
C 6.8895 1.2979 -0.4180
C 8.2122 1.7034 -0.4055
F 8.5204 2.8869 -0.9514
C 9.2281 0.9410 0.1435
C 8.8683 -0.2747 0.6964
F 9.8164 -1.0516 1.2406
C 7.5620 -0.7243 0.7089
C 2.8834 -0.6676 -0.1402
C 2.8608 -2.0705 -0.1768
C 1.6722 -2.7479 -0.1456
C 0.4167 -2.1028 -0.0464
N -0.6703 -2.8991 -0.1844
C -2.0807 -2.6115 -0.1476
C -2.5903 -1.7974 -1.3552
C -3.9972 -1.2594 -1.0983
N -4.0231 -0.0535 -0.2198
C -5.1891 -0.1139 0.6966
C -5.3216 1.0617 1.6594
C -5.8356 2.3386 0.9938
C -4.7362 3.2057 0.3734
C -3.5625 2.4177 -0.2059
C -3.9597 1.1948 -1.0291
C 0.4621 -0.6918 0.0608
N -0.6598 0.1333 0.2374
O -0.7151 1.1934 -0.3554
O -1.5729 -0.2321 0.9964
C 1.6802 -0.0071 -0.0474
H 5.1706 -1.3353 0.6076
H 6.1358 1.9295 -0.8560
H 10.2509 1.2776 0.1408
H 7.3378 -1.6814 1.1540
H 3.7740 -2.6369 -0.2788
H 1.6785 -3.8257 -0.2151
H -0.4348 -3.8659 -0.3501
H -2.3133 -2.0817 0.7824
H -2.6029 -3.5697 -0.1281
H -2.6229 -2.4458 -2.2315
H -1.9078 -0.9825 -1.5979
H -4.4807 -0.9997 -2.0421
H -4.5874 -2.0489 -0.6290
H -3.1558 -0.0519 0.3793
H -5.0885 -1.0333 1.2784
H -6.0933 -0.1859 0.0859
H -6.0437 0.7511 2.4161
H -4.3786 1.2449 2.1737
H -6.5746 2.0668 0.2375
H -6.3606 2.9380 1.7369
H -4.3365 3.8824 1.1286
H -5.1811 3.8240 -0.4068
H -2.9842 3.0847 -0.8450
H -2.8887 2.1107 0.5929
H -3.2064 1.0339 -1.8023
H -4.9263 1.3473 -1.5120
H 1.6732 1.0734 -0.0282
```

- E_tot (Ha) = -1498.7212
- structure (SMILES) = O=C(Nc1cc(F)cc(F)c1)c1ccc(NCCC[NH+]2CCCCCC2)c([N+](=O)[O-])c1
- total charge = +1

=====

# 4
Density functional theory data (ωB97M-V/def2-TZVPD) for one molecule with the formula C22H27FN4O4 in a non-equilibrium geometry.

```
58
C22H27FN4O4 ωB97M-V/def2-TZVPD
C -0.4015 -1.2235 4.7793
C -0.0161 -0.1758 3.8051
C 1.1926 0.2164 3.3079
C 0.8583 1.2519 2.3973
N 1.6853 1.9954 1.5902
C 2.9558 1.6275 1.2240
O 3.5580 0.7157 1.7367
C 3.4834 2.4443 0.0615
C 2.7926 1.9794 -1.2301
C 1.3273 2.3833 -1.2273
O 0.9829 3.4971 -0.8609
N 0.4277 1.4742 -1.6608
C -0.9631 1.8800 -1.8297
C -1.9086 0.7628 -1.3659
O -2.4818 0.0575 -2.1717
N -2.0103 0.6555 -0.0327
C -2.8145 -0.3478 0.6461
C -2.3860 -1.7950 0.3088
C -3.5922 -2.4300 -0.3828
C -4.7804 -1.7127 0.2490
C -4.3092 -0.2624 0.2808
C 0.6969 0.1092 -1.9401
C 0.5421 -0.3907 -3.2252
C 0.7196 -1.7400 -3.4712
C 1.0504 -2.6272 -2.4561
C 1.2189 -4.0936 -2.6935
C 1.1994 -2.0958 -1.1790
F 1.5062 -2.9239 -0.1581
C 1.0267 -0.7550 -0.9011
N -0.4438 1.4415 2.3615
O -0.9906 0.5603 3.2450
H -1.3520 -0.9667 5.2399
H -0.5095 -2.1818 4.2716
H 0.3652 -1.3240 5.5422
H 2.1691 -0.1557 3.5257
H 1.2410 2.7673 1.1058
H 4.5584 2.2847 -0.0149
H 3.2780 3.5047 0.2147
H 2.9178 0.9067 -1.3682
H 3.2551 2.4916 -2.0782
H -1.1689 2.0756 -2.8874
H -1.1107 2.7986 -1.2573
H -1.4753 1.2726 0.5687
H -2.6819 -0.1569 1.7122
H -2.1442 -2.3323 1.2268
H -1.5056 -1.8005 -0.3315
H -3.5570 -2.2006 -1.4473
H -3.6265 -3.5106 -0.2505
H -4.9473 -2.0801 1.2638
H -5.6991 -1.8371 -0.3214
H -4.8651 0.3531 0.9864
H -4.4058 0.1686 -0.7142
H 0.2726 0.2751 -4.0291
H 0.5901 -2.1172 -4.4740
H 2.1040 -4.4632 -2.1791
H 0.3587 -4.6335 -2.2977
H 1.3037 -4.3056 -3.7554
H 1.1396 -0.4024 0.1121
```

- E_tot (Ha) = -1474.4302
- structure (SMILES) = Cc1cc(NC(=O)CCC(=O)N(CC(=O)NC2CCCC2)c2ccc(C)c(F)c2)no1
- ΔE to the lowest compared entry with this formula, charge and spin (kcal/mol) = 0.0

=====

Question: Look up the E_tot of the fourth one.
Answer: -1474.4302 Ha